No. 1
C6H12O6Zn | wB97M-V/def2-TZVPD

Computed properties:
- Calculated total energy: -67121.60494 eV
- Frontier orbital gap: 10.371 eV

XYZ file:
```
25
Properties=species:S:1:pos:R:3:forces:R:3
Zn -3.869 -9.681 -4.538 -0.27 0.03 -0.45
C -6.799 -10.614 -2.153 1.25 -1.24 -0.36
C -5.669 -10.245 -3.099 -2.76 0.15 -0.31
O -5.951 -10.303 -4.317 0.63 -0.08 -0.71
O -4.553 -9.844 -2.722 1.73 0.33 1.30
H -7.127 -11.586 -2.635 -0.44 1.27 0.98
H -7.528 -9.800 -2.110 -0.09 -0.46 -0.24
H -6.374 -10.794 -1.161 -0.32 -0.03 -0.08
C -2.555 -11.103 -8.210 0.17 -0.22 1.26
C -3.159 -10.235 -7.118 0.66 0.97 -1.34
O -2.932 -10.630 -5.931 -0.33 -0.10 0.54
O -3.700 -9.145 -7.439 0.16 -0.89 0.64
H -1.503 -10.869 -8.329 0.19 0.33 0.05
H -3.049 -10.923 -9.121 -0.60 0.09 -1.16
H -2.573 -12.147 -7.917 -0.24 -0.12 -0.05
C -2.239 -7.543 -3.682 0.08 -0.35 0.98
C -2.857 -7.084 -4.946 -0.81 2.45 -0.85
O -4.145 -7.619 -5.326 1.12 -0.96 0.76
O -1.894 -8.889 -3.932 -0.18 -1.25 1.08
H -2.808 -7.557 -2.744 -0.33 0.15 -0.51
H -1.332 -6.975 -3.472 0.00 0.28 -0.17
H -2.083 -7.317 -5.673 -0.17 -0.01 -0.70
H -2.938 -5.982 -4.938 -0.10 -0.35 -0.05
H -4.068 -8.090 -6.218 0.13 0.30 -0.02
H -1.398 -8.916 -4.743 0.52 -0.30 -0.60
```
Forces are in eV/Å.

Löwdin atomic charge list, values in e, 8 entries: 0.855, 0.010, -0.724, -0.016, -0.031, 0.109, 0.088, 0.076

No. 2
C26H22BF3O3S | wB97M-V/def2-TZVPD

Computed properties:
- Calculated total energy: -53125.29847 eV
- Frontier orbital gap: 4.239 eV

XYZ file:
```
56
Properties=species:S:1:pos:R:3:forces:R:3
C -3.339 0.243 -0.769 -0.19 0.72 0.63
O -2.085 -0.444 -0.983 1.05 -0.41 -1.35
C -1.156 0.135 -1.702 -2.14 -0.13 -0.77
C -0.787 -0.384 -2.979 0.60 -0.18 0.12
C 0.013 0.469 -3.779 0.18 -0.21 0.39
C 0.505 0.032 -4.997 -0.09 0.18 -0.11
C 0.203 -1.263 -5.445 -0.19 0.21 0.37
C -0.615 -2.104 -4.680 -0.25 -0.03 -0.05
C -1.157 -1.662 -3.482 0.31 0.04 0.42
H -4.043 -0.531 -0.465 0.20 0.13 0.01
H -3.220 0.996 0.014 0.00 -0.09 0.02
H -3.689 0.728 -1.689 0.24 -0.28 0.09
H -0.891 1.168 -1.442 0.19 -0.30 0.17
H 0.222 1.460 -3.373 0.21 -0.22 -0.30
H 1.122 0.698 -5.601 -0.20 -0.24 0.15
H 0.584 -1.610 -6.404 0.00 0.07 0.27
H -0.826 -3.120 -5.028 0.00 0.46 0.12
H -1.822 -2.287 -2.888 0.30 0.06 -0.13
C 3.100 -1.171 5.865 0.00 -0.19 0.27
C 2.734 -0.647 4.528 0.10 0.71 -1.17
C 3.375 0.326 3.790 -0.62 -0.43 -0.11
C 2.730 0.607 2.525 -0.09 -0.43 0.95
C 1.597 -0.140 2.315 0.37 -0.24 -0.05
B 0.609 -0.143 1.003 1.01 1.10 2.32
C -0.324 1.194 1.231 1.04 -1.36 -0.67
C -1.308 1.123 2.195 -1.00 0.56 0.42
C -2.201 2.188 2.380 0.47 -0.61 0.09
C -2.045 3.333 1.611 -0.50 0.33 -0.02
C -3.055 4.451 1.699 0.02 0.28 0.05
F -2.495 5.630 2.124 -0.58 -0.88 -0.43
F -3.607 4.698 0.465 0.25 0.04 0.89
F -4.081 4.167 2.547 0.63 0.32 -0.62
C -0.982 3.458 0.723 0.57 -0.28 -0.08
C -0.081 2.391 0.574 -0.74 0.93 -0.19
O 1.539 -0.095 -0.164 -0.48 -0.09 -0.63
C 1.458 -1.324 -0.699 -0.61 -0.42 -0.47
C 0.450 -2.111 -0.062 0.23 0.03 -0.68
C 0.105 -3.364 -0.574 0.10 0.69 0.52
C 0.793 -3.816 -1.699 0.01 -0.23 -0.35
C 1.774 -3.038 -2.320 0.00 -0.31 -0.29
C 2.122 -1.780 -1.836 -0.26 0.32 0.64
O -0.137 -1.438 0.945 0.07 -0.07 -0.67
S 1.356 -1.241 3.638 0.44 0.60 0.09
H 4.042 -0.718 6.185 -0.12 -0.10 0.05
H 2.324 -0.936 6.605 0.20 -0.08 -0.05
H 3.224 -2.260 5.836 0.02 0.16 0.13
H 4.284 0.825 4.125 -0.20 -0.12 0.00
H 3.120 1.353 1.838 -0.18 -0.14 -0.04
H -1.370 0.242 2.835 -0.17 0.11 -0.29
H -2.999 2.102 3.111 0.07 0.14 -0.09
H -0.849 4.369 0.145 -0.03 -0.06 0.18
H 0.800 2.510 -0.059 -0.29 -0.14 -0.02
H -0.686 -3.930 -0.086 0.19 -0.01 -0.17
H 0.547 -4.796 -2.117 0.10 0.29 0.14
H 2.263 -3.413 -3.222 -0.12 0.04 0.29
H 2.855 -1.131 -2.311 -0.09 -0.23 0.00
```
Forces are in eV/Å.

Löwdin atomic charge list, values in e, 8 entries: 0.035, -0.035, 0.033, -0.159, 0.006, -0.048, -0.030, -0.053

No. 3
C6H5BrNO2 | wB97M-V/def2-TZVPD

Computed properties:
- Calculated total energy: -81919.04036 eV
- 2S+1: 3
- Expectation value of S²: 2.019
- Charge: +1
- Frontier orbital gap (spin up / spin down): 8.131 / 5.609 eV

XYZ file:
```
15
Properties=species:S:1:pos:R:3:forces:R:3
C 0.718 1.149 1.671 -0.70 0.66 1.95
C 1.133 1.332 0.379 0.57 -1.47 -6.23
C 0.396 0.377 -0.526 1.41 2.11 3.61
C -0.375 0.154 1.671 1.01 0.67 -0.85
C 0.483 0.152 -1.921 -0.79 0.75 -3.90
C -1.162 -1.472 -0.173 -1.39 -0.42 0.08
N -0.483 -0.263 0.228 -0.24 -0.50 1.97
O -1.014 -0.229 2.588 -0.71 -0.63 0.16
O 0.269 -0.894 -2.491 0.49 0.04 0.83
Br 2.543 2.292 -0.354 -1.00 -0.44 0.98
H 1.104 1.831 2.433 -0.53 -0.80 0.34
H 0.486 1.074 -2.573 0.69 -0.30 0.68
H -1.485 -1.512 -1.186 0.32 0.65 -1.05
H -2.103 -1.689 0.314 0.15 0.48 1.09
H -0.510 -2.301 -0.061 0.74 -0.79 0.32
```
Forces are in eV/Å.

Löwdin atomic charge list, values in e, 8 entries: 0.117, -0.531, -0.189, -0.321, -0.208, 0.034, 0.059, 0.217

No. 4
C8H10N3O2 | wB97M-V/def2-TZVPD

Computed properties:
- Calculated total energy: -17011.69854 eV
- Charge: +1
- Frontier orbital gap: 8.619 eV

XYZ file:
```
23
Properties=species:S:1:pos:R:3:forces:R:3
C 3.772 0.180 -0.041 2.47 1.77 -0.68
C 2.848 1.163 0.360 0.62 -1.47 0.89
C 3.386 -1.065 -0.460 1.28 -1.26 -2.24
C 1.554 0.790 0.617 0.22 -2.05 -1.41
C 2.032 -1.331 -0.475 0.32 -0.45 1.19
C 1.132 -0.514 0.179 1.87 1.94 -0.35
C -2.286 0.766 -0.579 -0.95 1.85 -0.21
C -0.140 -1.052 0.277 -4.44 -2.08 1.55
N -1.142 -1.606 0.577 3.24 2.56 -0.56
N -2.149 1.069 0.696 -1.09 -0.27 0.20
N -3.427 0.388 -1.078 -0.20 -1.67 -1.52
O -2.268 -1.871 0.945 -0.96 -0.52 -0.24
O -4.459 0.044 -0.246 1.30 -1.72 1.84
H 4.879 0.503 -0.126 -1.98 -0.71 0.23
H 3.214 2.102 0.708 0.10 0.58 -0.05
H 4.115 -1.795 -1.024 -1.42 1.51 1.62
H 0.947 1.466 1.119 -1.34 0.96 0.76
H 1.633 -2.280 -0.716 0.03 -0.93 -0.79
H -1.633 1.055 -1.366 1.25 0.07 -0.05
H -1.478 1.742 1.058 -0.08 -0.52 -0.32
H -2.984 0.835 1.258 0.98 0.56 -0.06
H -3.524 0.070 -2.095 0.12 0.57 2.03
H -4.023 -0.658 0.412 -1.33 1.26 -1.82
```
Forces are in eV/Å.

Löwdin atomic charge list, values in e, 8 entries: -0.069, -0.061, -0.065, -0.013, -0.040, -0.209, -0.152, 0.031

No. 5
C8H12N2 | wB97M-V/def2-TZVPD

Computed properties:
- Calculated total energy: -11467.22302 eV
- Frontier orbital gap: 9.010 eV

XYZ file:
```
22
Properties=species:S:1:pos:R:3:forces:R:3
C 2.704 -0.011 -0.787 1.89 0.34 -1.09
C 1.695 0.574 -0.280 -5.61 -0.67 2.26
C 1.684 1.979 -0.151 -0.11 -3.18 -0.11
N 1.752 3.064 0.114 0.08 4.31 0.72
C 0.271 -0.245 0.198 4.03 0.62 0.00
C 0.372 -1.279 1.032 -1.50 -0.72 0.24
C -0.828 -2.203 1.398 0.77 0.97 -2.55
N -0.876 0.175 -0.387 0.21 1.43 -2.36
C -1.919 0.708 0.440 -0.59 -3.91 1.45
C -0.643 0.965 -1.649 -2.95 -0.81 2.07
H 2.680 -1.028 -0.884 0.34 -2.55 -0.36
H 3.483 0.594 -1.181 0.90 0.03 -0.16
H 1.282 -1.585 1.487 0.82 0.25 0.16
H -1.612 -2.058 0.546 1.42 -1.05 1.29
H -1.322 -1.840 2.268 -0.29 0.02 1.06
H -0.377 -3.210 1.555 -1.00 0.53 -0.27
H -2.839 0.625 -0.181 0.41 1.10 0.72
H -2.054 -0.204 1.208 -0.13 2.71 -1.05
H -1.588 1.616 0.943 -0.78 0.33 -0.04
H -0.335 1.964 -1.430 0.00 0.89 0.01
H 0.116 0.458 -2.133 1.12 -0.85 -1.65
H -1.646 0.941 -2.128 0.99 0.20 -0.32
```
Forces are in eV/Å.

Löwdin atomic charge list, values in e, 8 entries: 0.079, -0.226, -0.245, 0.184, -0.234, -0.097, -0.097, -0.240

No. 6
C2H5N3S2 | wB97M-V/def2-TZVPD

Computed properties:
- Calculated total energy: -28293.86286 eV
- Frontier orbital gap: 8.816 eV

XYZ file:
```
12
Properties=species:S:1:pos:R:3:forces:R:3
N 1.514 0.169 0.828 -0.40 0.49 1.45
N 0.883 -0.827 0.103 0.44 -0.60 -0.14
C -0.429 -0.968 -0.177 0.75 0.95 0.93
S -1.085 -2.209 -0.960 -0.44 -0.87 -0.65
C -1.301 0.128 0.364 0.29 1.46 -0.89
N -1.403 1.326 -0.102 0.19 -1.13 0.60
S -0.487 1.920 -1.394 -0.28 -0.31 0.27
H 1.454 1.030 0.323 -0.03 0.75 -0.20
H 1.093 0.295 1.765 0.30 -0.14 -0.84
H 1.578 -1.514 -0.142 -0.63 -0.55 -0.44
H -1.906 -0.132 1.220 -0.30 -0.03 0.07
H 0.087 0.782 -1.830 0.11 -0.03 -0.17
```
Forces are in eV/Å.

Löwdin atomic charge list, values in e, 8 entries: 0.029, -0.113, -0.925, 0.696, -0.295, -0.374, 0.743, 0.031

No. 7
H4O2 | wB97M-V/def2-TZVPD

Computed properties:
- Calculated total energy: -4159.68873 eV
- Frontier orbital gap: 11.379 eV

XYZ file:
```
6
Properties=species:S:1:pos:R:3:forces:R:3
O 0.374 0.018 -1.077 1.45 -1.20 -2.49
H 0.583 -0.825 -1.612 -0.69 1.74 1.44
H 0.874 0.678 -1.626 -0.80 -0.59 0.99
O -0.833 0.272 1.596 0.17 -0.20 1.56
H -0.184 -0.303 2.071 -0.80 0.67 -1.30
H -0.814 0.160 0.647 0.67 -0.43 -0.19
```
Forces are in eV/Å.

The computed Löwdin charges, all in e, follow: -0.102, 0.089, 0.065, -0.086, 0.054, -0.020

No. 8
C23H23N5O4S | wB97M-V/def2-TZVPD

Computed properties:
- Calculated total energy: -50701.41740 eV
- Frontier orbital gap: 9.267 eV

XYZ file:
```
56
Properties=species:S:1:pos:R:3:forces:R:3
C -4.896 -4.847 0.738 -0.19 -0.02 -0.11
C -5.826 -4.014 -0.147 0.17 -0.06 0.15
C -5.336 -2.599 -0.238 -0.16 -0.01 -0.06
C -4.414 -2.225 -1.208 -0.07 0.05 0.15
C -3.920 -0.937 -1.271 0.10 0.05 -0.10
C -4.352 0.021 -0.357 -0.12 -0.34 -0.07
N -3.839 1.331 -0.393 0.03 -0.03 0.29
C -3.861 2.183 0.783 -0.17 0.18 0.26
C -2.851 3.295 0.463 0.05 0.13 0.06
C -1.444 2.962 0.965 -0.57 0.11 -0.13
O -0.823 3.719 1.672 0.16 0.16 0.14
N -0.995 1.749 0.532 -0.06 -0.35 -0.27
C 0.217 1.113 0.795 0.44 -0.09 0.16
C 1.229 1.698 1.555 -0.04 0.16 0.04
C 2.406 1.004 1.772 -0.02 -0.12 0.00
C 2.566 -0.256 1.234 0.45 -0.33 0.23
S 4.094 -1.121 1.510 0.44 0.26 -0.07
O 4.019 -2.459 1.012 -0.29 0.17 -0.21
O 4.551 -0.915 2.850 -0.01 0.34 0.01
N 5.192 -0.223 0.565 -0.48 -0.37 0.96
C 5.109 -0.250 -0.791 -0.17 0.06 -1.29
N 6.199 0.070 -1.488 0.22 0.05 0.61
C 6.088 0.046 -2.804 -0.22 -0.05 -0.18
C 4.907 -0.296 -3.447 -0.02 0.01 0.12
C 3.833 -0.593 -2.620 0.20 0.06 -0.21
N 3.922 -0.567 -1.303 0.08 -0.09 0.05
C 1.572 -0.852 0.483 -0.15 -0.03 0.03
C 0.395 -0.167 0.263 0.10 0.03 0.11
C -2.906 3.363 -1.065 0.02 0.04 -0.04
C -3.356 1.975 -1.499 0.16 0.42 -0.25
O -3.281 1.528 -2.618 0.01 -0.07 -0.23
C -5.276 -0.343 0.619 0.09 0.16 -0.05
C -5.755 -1.638 0.672 0.05 -0.08 -0.08
H -4.854 -4.430 1.741 0.04 0.01 0.10
H -5.251 -5.873 0.802 0.03 -0.13 0.05
H -3.888 -4.854 0.328 0.11 -0.02 0.00
H -5.865 -4.457 -1.145 -0.10 0.02 0.00
H -6.833 -4.031 0.273 -0.03 -0.01 -0.09
H -4.072 -2.955 -1.927 0.04 -0.09 -0.09
H -3.216 -0.668 -2.040 0.02 0.04 -0.04
H -3.586 1.611 1.674 -0.06 0.03 -0.06
H -4.859 2.610 0.934 0.08 -0.06 0.07
H -3.131 4.240 0.932 0.09 -0.16 0.00
H -1.618 1.212 -0.058 0.01 0.12 0.17
H 1.085 2.683 1.966 0.02 -0.02 0.01
H 3.201 1.428 2.364 0.06 0.15 0.09
H 6.102 -0.036 0.956 0.00 -0.09 0.26
H 6.985 0.307 -3.351 0.01 0.00 -0.12
H 4.828 -0.324 -4.520 -0.01 0.00 -0.10
H 2.861 -0.858 -3.014 -0.05 -0.02 -0.14
H 1.746 -1.837 0.083 -0.06 -0.11 -0.12
H -0.394 -0.617 -0.322 -0.09 -0.07 -0.06
H -1.955 3.622 -1.528 -0.06 -0.04 -0.05
H -3.650 4.086 -1.405 -0.01 -0.02 -0.02
H -5.634 0.381 1.333 -0.02 0.10 0.07
H -6.474 -1.903 1.434 -0.09 -0.03 0.08
```
Forces are in eV/Å.

Löwdin atomic charge list, values in e, 8 entries: -0.094, -0.215, -0.252, -0.025, -0.003, -0.190, -0.008, -0.095